1.
The following is a quantum chemistry calculation of a structure of composition C8H12ClKO10 in a non-equilibrium geometry, from the Open Molecules 2025 dataset.

Calculated values
**Relative energy (zero: lowest compared OMol25 entry of this formula, charge and spin)**: 52.7 kcal per mole
**Kohn-Sham gap**: 7.9 eV
**Highest occupied orbital energy**: -9.83 eV
**E**: -2124.30218 Eh

The geometry in ORCA input format:
```
! wB97M-V def2-TZVPD RIJCOSX def2/J DEFGRID3
* xyz 0 1
K -3.193 -15.604 -13.584
Cl -4.109 -12.629 -16.066
O -9.192 -9.168 -15.283
O -3.421 -13.840 -15.637
O -0.357 -11.268 -20.112
O -5.520 -12.857 -16.320
O -3.536 -12.065 -17.249
O 1.700 -11.008 -21.004
O 1.385 -11.500 -18.849
O -9.926 -7.432 -16.446
O -4.115 -11.659 -15.056
O -7.925 -8.336 -16.779
C -7.957 -9.721 -14.996
C 0.974 -11.252 -20.060
C -7.165 -9.471 -16.236
C -9.100 -8.178 -16.136
C 0.451 -10.625 -16.824
C -8.030 -11.192 -14.546
C -0.966 -11.300 -18.924
C 0.248 -11.616 -18.046
H -1.726 -12.078 -18.982
H -0.042 -12.643 -17.821
H 0.450 -9.608 -17.216
H -6.145 -9.243 -15.928
H -8.575 -11.715 -15.331
H -1.443 -10.359 -18.652
H -7.058 -11.682 -14.597
H -7.747 -9.034 -14.177
H -0.377 -10.657 -16.116
H -7.131 -10.325 -16.911
H -8.435 -11.359 -13.548
H 1.421 -10.740 -16.341
*
```



2.
The following is a quantum chemistry calculation of an isolated molecule of C20H33N3O3S, from the Open Molecules 2025 dataset.

Calculated values
**Relative energy (zero: lowest compared OMol25 entry of this formula, charge and spin)**: 17.6 kcal per mole
**Kohn-Sham gap**: 9.1 eV
**Highest occupied orbital energy**: -8.51 eV
**E**: -1570.07699 Eh

The geometry in ORCA input format:
```
! wB97M-V def2-TZVPD RIJCOSX def2/J DEFGRID3
* xyz 0 1
S 1.953 1.965 2.244
O -2.855 1.212 0.257
O 0.684 1.420 -0.733
O 1.861 -1.486 -1.053
N 2.801 -0.238 1.090
N 1.479 -0.672 1.005
N 4.311 1.529 1.199
C 6.628 1.251 0.641
C 3.068 1.043 1.423
C -6.024 2.336 -1.365
C 4.960 0.483 -0.915
C 5.966 0.061 -1.765
C -0.801 -2.694 -0.812
C -0.946 -3.662 1.579
C -0.918 -0.244 -1.375
C -0.444 -1.279 -0.344
C 7.297 0.225 -1.420
C 1.058 -1.146 -0.212
C -0.366 -3.785 0.168
C -2.470 -3.637 1.605
C -0.695 1.211 -0.947
C -3.667 2.016 -0.575
C -5.131 1.639 -0.343
C 7.624 0.832 -0.219
C 5.289 1.064 0.308
C -5.549 1.993 1.081
C -1.506 1.589 0.311
H -0.665 -4.750 -0.249
H -6.561 1.648 1.278
H -1.413 2.675 0.478
H 6.881 1.726 1.579
H -5.936 3.416 -1.270
H -1.025 1.858 -1.779
H -7.064 2.062 -1.203
H -0.557 -2.765 2.065
H -3.407 1.862 -1.633
H -4.874 1.524 1.791
H 0.810 2.176 -0.143
H 5.702 -0.391 -2.709
H -1.093 1.080 1.186
H -1.984 -0.386 -1.557
H -5.212 0.555 -0.471
H -2.829 -3.677 2.631
H 0.724 -3.781 0.238
H -0.303 -2.874 -1.767
H 4.547 2.350 1.741
H -2.874 -4.493 1.069
H -2.857 -2.729 1.149
H 8.659 0.978 0.051
H 0.873 -0.092 1.581
H -3.509 3.079 -0.336
H 8.076 -0.108 -2.089
H -0.926 -1.079 0.613
H -0.596 -4.518 2.160
H -5.748 2.055 -2.378
H -1.878 -2.750 -0.976
H 3.389 -0.729 0.421
H 3.930 0.389 -1.226
H -5.516 3.071 1.229
H -0.374 -0.410 -2.307
*
```



3.
The following is a quantum chemistry calculation of a structure of composition C5H9NO in a non-equilibrium geometry, from the Open Molecules 2025 dataset.

Calculated values
**Relative energy (zero: lowest compared OMol25 entry of this formula, charge and spin)**: 115.6 kcal per mole
**Kohn-Sham gap**: 10.1 eV
**Highest occupied orbital energy**: -9.33 eV
**E**: -325.75337 Eh

The geometry in ORCA input format:
```
! wB97M-V def2-TZVPD RIJCOSX def2/J DEFGRID3
* xyz 0 1
O -1.025 1.857 -0.502
N -0.196 -1.303 -0.259
C 1.812 0.127 0.702
C 0.747 -0.099 -0.363
C -1.106 -0.603 -1.193
C -0.634 0.549 -0.290
C -0.990 -0.375 0.873
H -0.752 2.401 0.247
H 2.312 1.090 0.537
H -2.133 -0.959 -1.060
H -2.072 -0.505 1.019
H -0.335 -0.991 1.446
H -0.775 -0.663 -2.229
H 1.405 0.135 1.716
H 2.578 -0.653 0.642
H 1.193 -0.072 -1.363
*
```



4.
The following is a quantum chemistry calculation of an isolated molecule of C4H8O2, from the Open Molecules 2025 dataset.

Calculated values
**Relative energy (zero: lowest compared OMol25 entry of this formula, charge and spin)**: 44.6 kcal per mole
**Kohn-Sham gap**: 11.2 eV
**Highest occupied orbital energy**: -10.19 eV
**E**: -307.64131 Eh

The geometry in ORCA input format:
```
! wB97M-V def2-TZVPD RIJCOSX def2/J DEFGRID3
* xyz 0 1
O -1.556 -0.273 -1.006
O -0.164 -1.809 0.829
C -0.534 0.361 -0.265
C 0.459 -0.686 0.210
C 0.122 1.386 -1.172
C 0.656 -0.968 1.631
H 0.533 0.880 -2.052
H -0.617 2.115 -1.514
H 0.931 1.914 -0.656
H 1.253 -0.948 -0.493
H 1.586 -1.418 1.975
H 0.120 -0.374 2.372
H -1.825 -1.042 -0.481
H -0.964 0.862 0.620
*
```



5.
The following is a quantum chemistry calculation of a cluster of 2 separate species, C4H5NO2 in total in a non-equilibrium geometry, from the Open Molecules 2025 dataset.

Calculated values
**Relative energy (zero: lowest compared OMol25 entry of this formula, charge and spin)**: 97.5 kcal per mole
**Kohn-Sham gap**: 8.7 eV
**Highest occupied orbital energy**: -8.14 eV
**E**: -360.51398 Eh

The geometry in ORCA input format:
```
! wB97M-V def2-TZVPD RIJCOSX def2/J DEFGRID3
* xyz 0 1
O 3.479 0.012 -0.543
O -2.328 -0.590 0.936
N -0.328 -0.345 -0.187
C -1.417 -1.080 0.327
C 2.412 -0.242 -0.854
C -0.364 1.140 -0.221
C 0.589 0.597 0.761
H -1.321 -2.159 0.126
H 0.279 -0.808 -0.867
H 0.094 0.522 1.738
H -1.354 1.521 0.036
H 0.020 1.512 -1.174
*
```



6.
The following is a quantum chemistry calculation of a cluster of 2 separate species, C2H2Cl in total in a non-equilibrium geometry, from the Open Molecules 2025 dataset.

Calculated values
**Kohn-Sham gap**: 7.4 eV
**Highest occupied orbital energy**: -3.70 eV
**E**: -537.59655 Eh

The geometry in ORCA input format:
```
! wB97M-V def2-TZVPD RIJCOSX def2/J DEFGRID3
* xyz -1 1
Cl -1.837 0.217 3.212
C 0.159 -0.019 -0.278
C 0.760 -0.090 -1.328
H 1.293 -0.153 -2.262
H -0.375 0.044 0.656
*
```



7.
The following is a quantum chemistry calculation of a cluster of 2 separate species, C34H32N2O2 in total in a non-equilibrium geometry, from the Open Molecules 2025 dataset.

Calculated values
**Relative energy (zero: lowest compared OMol25 entry of this formula, charge and spin)**: 45.2 kcal per mole
**Kohn-Sham gap**: 5.1 eV
**Highest occupied orbital energy**: -6.29 eV
**E**: -1574.68627 Eh

The geometry in ORCA input format:
```
! wB97M-V def2-TZVPD RIJCOSX def2/J DEFGRID3
* xyz 0 1
O -2.790 -2.546 0.780
O -0.855 -3.238 1.754
N -2.077 -1.053 -2.265
N 1.486 1.896 -0.992
C -3.566 -3.481 1.592
C 2.592 1.221 -3.096
C 0.658 0.884 -0.741
C -0.216 4.697 2.587
C 2.126 -3.415 -2.495
C -3.317 0.459 3.780
C 0.416 -4.427 -0.536
C 0.311 -3.057 -0.900
C -2.471 1.046 4.737
C 1.374 -5.259 -1.117
C 1.712 2.246 -2.420
C -1.508 -1.593 -1.386
C 0.782 3.720 0.616
C -1.291 4.947 0.437
C 3.169 -0.134 -5.003
C 0.351 0.427 0.544
C -0.757 -2.205 -0.383
C -0.242 4.248 -0.172
C 2.261 -4.744 -2.071
C 4.189 -0.740 -4.259
C 1.157 -2.580 -1.940
C 2.379 0.863 -4.431
C -0.596 0.823 3.222
C 1.893 2.894 0.019
C -0.947 0.052 0.879
C -1.292 5.159 1.820
C -1.444 0.288 2.227
C 0.839 4.025 1.976
C -2.820 0.117 2.529
C 3.632 0.645 -2.362
C -1.113 1.235 4.447
C -1.445 -2.722 0.813
C -4.891 -2.849 1.905
C 4.415 -0.358 -2.934
H 2.153 3.250 -2.438
H 4.809 -1.513 -4.711
H 0.729 2.302 -2.917
H 0.465 0.976 2.996
H -5.483 -3.558 2.483
H 2.591 3.559 -0.510
H -0.297 -4.844 0.173
H -5.435 -2.585 0.994
H 2.448 2.382 0.823
H 5.198 -0.825 -2.339
H 1.024 -1.556 -2.306
H -3.676 -4.403 1.004
H 1.722 3.717 2.537
H -0.218 4.123 -1.257
H 3.055 -5.375 -2.471
H -2.880 1.405 5.688
H -1.744 0.071 0.132
H -0.449 1.693 5.180
H 0.170 0.443 -1.623
H -0.185 4.876 3.660
H -2.105 5.712 2.297
H -3.014 -3.691 2.512
H -3.482 -0.254 1.739
H 2.778 -3.021 -3.277
H -4.776 -1.954 2.519
H -2.106 5.341 -0.169
H 1.581 1.361 -4.991
H 2.990 -0.435 -6.034
H -4.368 0.280 4.028
H 3.797 0.967 -1.331
H 1.183 0.377 1.252
H 1.424 -6.309 -0.808
*
```



8.
The following is a quantum chemistry calculation of a structure of composition C3HNO in a non-equilibrium geometry, from the Open Molecules 2025 dataset.

Calculated values
**Relative energy (zero: lowest compared OMol25 entry of this formula, charge and spin)**: 168.9 kcal per mole
**Kohn-Sham gap (spin up / spin down)**: 7.9 / 7.9 eV
**Highest occupied orbital energy (spin up / spin down)**: -10.19 / -10.19 eV
**E**: -244.59187 Eh

The geometry in ORCA input format:
```
! wB97M-V def2-TZVPD RIJCOSX def2/J DEFGRID3
* xyz 0 1
O 2.228 1.166 0.598
N 0.389 0.009 -0.299
C -2.497 -0.586 0.210
C 1.328 0.575 0.219
C -1.460 -0.270 -0.257
H 0.012 -0.893 -0.471
*
```



9.
The following is a quantum chemistry calculation of a structure of composition C19H25CsN2O5S3 in a non-equilibrium geometry, from the Open Molecules 2025 dataset.

Calculated values
**Relative energy (zero: lowest compared OMol25 entry of this formula, charge and spin)**: 13.0 kcal per mole
**Kohn-Sham gap**: 7.3 eV
**Highest occupied orbital energy**: -7.32 eV
**E**: -2439.48737 Eh

The geometry in ORCA input format:
```
! wB97M-V def2-TZVPD RIJCOSX def2/J DEFGRID3
* xyz 0 1
Cs 1.071 -0.302 0.664
S -0.769 0.562 3.839
S -0.902 -2.627 2.535
S -2.770 -0.103 1.149
O 1.237 2.825 1.470
O 3.499 -1.322 0.900
O 2.555 4.571 1.964
O 3.352 1.398 0.581
O 4.207 -1.180 -1.233
N -0.578 0.421 -2.511
N 2.122 0.258 -2.669
C -0.829 -0.364 -4.802
C -1.266 -0.913 4.793
C 1.136 -1.059 -5.986
C 3.613 2.686 1.041
C -2.715 -2.682 2.377
C -1.876 0.573 -2.440
C -3.399 0.497 2.748
C 4.534 0.681 0.206
C -0.039 -0.023 -3.684
C -2.376 1.338 3.494
C 1.386 -0.174 -3.746
C -2.750 0.292 -3.511
C -2.225 -0.179 -4.677
C -3.236 -1.865 1.200
C 2.328 3.329 1.505
C 4.064 -0.762 -0.072
C -0.641 -2.203 4.284
C -0.219 -0.884 -5.969
C 1.941 -0.707 -4.887
H 4.050 3.322 0.261
H -3.007 -3.724 2.248
H -0.967 -3.047 4.894
H 4.317 2.678 1.884
H -2.105 2.214 2.902
H 1.702 4.929 2.235
H -4.324 -1.934 1.144
H 0.447 -2.151 4.362
H 2.958 -0.261 -2.399
H -4.292 1.092 2.556
H 1.603 -1.470 -6.872
H 4.980 1.123 -0.688
H -0.831 -1.146 -6.822
H -3.710 -0.370 3.328
H -0.964 -0.754 5.829
H -2.354 -0.959 4.780
H 1.494 0.472 -1.910
H -2.270 0.928 -1.494
H -2.796 1.697 4.435
H 3.015 -0.837 -4.928
H -2.837 -2.255 0.262
H -3.143 -2.345 3.321
H -2.867 -0.420 -5.517
H -3.815 0.441 -3.400
H 5.262 0.695 1.025
*
```